Computed, not measured: a structure of composition C21H25BrFGaN4SSi, with ωB97M-V with the def2-TZVPD basis set.

## Properties
2S+1: 1
HOMO: -0.5144 Ha
Total charge: +2

CARTESIAN COORDINATES (ANGSTROEM)
1 Ga 1.071 -0.370 1.340
2 C 1.122 1.602 -2.616
3 Si 1.831 0.198 -1.635
4 C 2.434 -1.214 -2.669
5 C 3.212 0.843 -0.515
6 N 0.646 -0.383 -0.438
7 C -0.586 -0.998 -0.724
8 C -1.146 -1.144 -1.995
9 C -2.391 -1.734 -2.159
10 C -3.123 -2.200 -1.073
11 C -2.593 -2.086 0.205
12 C -1.362 -1.497 0.310
13 F -0.784 -1.361 1.605
14 H 1.853 1.918 -3.366
15 H 0.907 2.471 -1.989
16 H 0.207 1.342 -3.148
17 H 3.297 -0.911 -3.268
18 H 1.672 -1.575 -3.362
19 H 2.737 -2.057 -2.044
20 H 3.614 1.786 -0.890
21 H 4.058 0.156 -0.460
22 H 2.897 1.072 0.517
23 H -0.604 -0.797 -2.865
24 H -2.793 -1.837 -3.158
25 H -4.091 -2.658 -1.218
26 H -3.109 -2.447 1.085
27 Br 5.581 -3.752 1.151
28 C 4.081 -3.160 2.091
29 C 3.754 -3.676 3.339
30 C 2.618 -3.209 3.985
31 C 1.849 -2.239 3.383
32 N 2.180 -1.740 2.176
33 C 3.274 -2.192 1.533
34 H 4.378 -4.433 3.795
35 H 2.333 -3.596 4.953
36 H 0.956 -1.847 3.851
37 H 3.490 -1.779 0.559
38 N -1.937 1.932 2.742
39 C -0.851 1.847 1.997
40 S 0.632 1.301 2.785
41 N -0.858 2.180 0.725
42 C -2.016 2.528 -0.062
43 C -3.096 1.659 -0.134
44 C -4.178 2.003 -0.931
45 C -4.165 3.187 -1.655
46 C -3.068 4.036 -1.587
47 C -1.985 3.710 -0.786
48 H -1.905 1.671 3.714
49 H -2.771 2.383 2.387
50 H 0.038 2.239 0.263
51 H -3.086 0.713 0.395
52 H -5.027 1.334 -0.995
53 H -5.010 3.447 -2.278
54 H -3.057 4.958 -2.151
55 H -1.133 4.375 -0.714

Computed, not measured: a structure of composition C21H25Cl3FeGeI2N3O2, with ωB97M-V with the def2-TZVPD basis set.

## Properties
2S+1: 2
HOMO (alpha / beta): -0.2947 / -0.2981 Ha
<S²>: 0.941

CARTESIAN COORDINATES (ANGSTROEM)
1 Fe -0.107 0.021 0.121
2 C -3.195 0.024 -0.664
3 N -2.042 -0.850 -0.351
4 C -2.395 -1.687 0.840
5 C -2.584 -0.964 2.180
6 C -1.308 -0.336 2.801
7 N -0.159 -0.616 1.957
8 C 0.883 -1.137 2.495
9 C 1.818 -1.968 1.790
10 C 2.969 -2.484 2.403
11 C 3.649 -3.532 1.833
12 C 3.147 -4.118 0.664
13 C 2.017 -3.632 0.048
14 C 1.363 -2.490 0.549
15 O 0.347 -1.958 -0.075
16 C -1.867 -1.768 -1.527
17 C -0.842 -1.321 -2.574
18 C -0.722 0.178 -2.799
19 N -0.127 0.862 -1.637
20 C 0.313 2.047 -1.857
21 C 1.170 2.843 -1.015
22 C 1.669 4.047 -1.542
23 C 2.609 4.783 -0.869
24 C 3.079 4.319 0.366
25 C 2.573 3.172 0.928
26 C 1.584 2.425 0.271
27 O 1.070 1.363 0.879
28 H -4.012 -0.564 -1.090
29 H -2.921 0.797 -1.377
30 H -3.578 0.516 0.222
31 H -1.611 -2.431 0.948
32 H -3.333 -2.212 0.622
33 H -2.953 -1.730 2.864
34 H -3.357 -0.204 2.105
35 H -1.148 -0.746 3.800
36 H -1.441 0.742 2.931
37 H 0.971 -1.120 3.584
38 H 3.318 -2.038 3.327
39 H 4.551 -3.915 2.290
40 H 3.661 -4.970 0.234
41 H 1.645 -4.062 -0.873
42 H -2.837 -1.903 -2.011
43 H -1.548 -2.738 -1.157
44 H -1.108 -1.782 -3.527
45 H 0.138 -1.699 -2.290
46 H -1.689 0.634 -3.034
47 H -0.076 0.337 -3.665
48 H 0.128 2.479 -2.841
49 H 1.296 4.386 -2.503
50 H 2.987 5.706 -1.286
51 H 3.833 4.886 0.898
52 H 2.908 2.819 1.895
53 Cl -3.554 2.326 1.873
54 Ge -1.539 2.180 0.803
55 Cl -0.645 3.761 2.045
56 Cl -2.155 3.465 -0.954
57 I 2.816 -0.142 -0.990
58 I 3.441 -2.128 -3.071

Computed, not measured: an isolated molecule of C21H25ClN2O3, with ωB97M-V with the def2-TZVPD basis set.

## Properties
2S+1: 1
HOMO: -0.3132 Ha

CARTESIAN COORDINATES (ANGSTROEM)
1 C -2.801 4.881 1.162
2 O -2.648 4.473 -0.172
3 C -2.761 3.078 -0.337
4 C -2.528 2.741 -1.806
5 C -2.466 1.235 -2.038
6 N -1.392 0.658 -1.252
7 C -1.191 -0.763 -1.445
8 C -0.269 -1.298 -0.353
9 C -0.713 -1.028 1.108
10 O -1.107 -2.077 1.936
11 C -0.266 -3.103 2.258
12 C 1.080 -3.199 1.925
13 C 1.817 -4.304 2.321
14 C 1.215 -5.316 3.046
15 Cl 2.140 -6.694 3.530
16 C -0.127 -5.231 3.389
17 C -0.858 -4.131 2.995
18 C 0.630 -0.288 1.249
19 O 1.236 0.228 2.147
20 N 0.896 -0.458 -0.077
21 C 1.885 -0.017 -0.966
22 C 2.332 -0.903 -1.942
23 C 3.299 -0.518 -2.850
24 C 3.826 0.761 -2.786
25 C 3.369 1.646 -1.826
26 C 2.389 1.288 -0.909
27 C 1.879 2.285 0.082
28 H -2.689 5.963 1.173
29 H -3.791 4.612 1.551
30 H -2.037 4.427 1.807
31 H -3.760 2.737 -0.021
32 H -2.016 2.559 0.285
33 H -3.328 3.175 -2.406
34 H -1.590 3.204 -2.116
35 H -2.347 1.039 -3.118
36 H -3.401 0.768 -1.713
37 H -0.528 1.151 -1.460
38 H -0.773 -1.009 -2.437
39 H -2.158 -1.266 -1.352
40 H -0.016 -2.347 -0.538
41 H -1.541 -0.314 1.134
42 H 1.584 -2.419 1.380
43 H 2.862 -4.370 2.064
44 H -0.590 -6.020 3.960
45 H -1.901 -4.040 3.252
46 H 1.922 -1.902 -1.978
47 H 3.642 -1.215 -3.599
48 H 4.586 1.070 -3.487
49 H 3.772 2.648 -1.791
50 H 2.271 3.275 -0.137
51 H 0.790 2.326 0.066
52 H 2.173 2.006 1.093

Computed, not measured: an isolated molecule of C21H25ClN2O5S, with ωB97M-V with the def2-TZVPD basis set.

## Properties
2S+1: 1
HOMO: -0.3050 Ha

CARTESIAN COORDINATES (ANGSTROEM)
1 C 5.691 1.331 2.625
2 C 6.162 0.009 2.027
3 O 5.935 -0.072 0.634
4 C 4.682 -0.316 0.163
5 C 4.546 -0.288 -1.227
6 C 3.335 -0.548 -1.830
7 C 2.211 -0.822 -1.052
8 N 0.979 -1.095 -1.685
9 C 0.036 -2.000 -1.060
10 C -0.972 -1.289 -0.147
11 O -0.787 -1.139 1.045
12 N -2.069 -0.861 -0.793
13 C -3.158 -0.194 -0.121
14 C -4.452 -1.033 -0.177
15 C -4.370 -2.269 0.722
16 C -4.864 -1.718 2.059
17 C -5.887 -0.668 1.619
18 O -5.543 -0.268 0.299
19 S 0.328 -0.016 -2.773
20 O -0.840 -0.651 -3.327
21 O 1.340 0.427 -3.678
22 C -0.225 1.413 -1.828
23 C -1.455 1.963 -2.136
24 C -1.905 3.077 -1.449
25 C -1.106 3.623 -0.453
26 Cl -1.661 5.000 0.417
27 C 0.136 3.079 -0.154
28 C 0.581 1.972 -0.854
29 C 2.339 -0.849 0.333
30 C 3.562 -0.604 0.935
31 H 6.177 2.159 2.115
32 H 4.615 1.446 2.518
33 H 5.947 1.368 3.681
34 H 7.248 -0.076 2.128
35 H 5.701 -0.841 2.545
36 H 5.420 -0.072 -1.821
37 H 3.241 -0.523 -2.902
38 H 0.600 -2.727 -0.471
39 H -0.495 -2.514 -1.864
40 H -2.099 -0.947 -1.802
41 H -3.353 0.777 -0.584
42 H -2.854 -0.038 0.916
43 H -4.656 -1.287 -1.224
44 H -5.042 -3.046 0.356
45 H -3.359 -2.666 0.775
46 H -4.041 -1.252 2.601
47 H -5.310 -2.482 2.692
48 H -6.901 -1.088 1.593
49 H -5.892 0.214 2.266
50 H -2.048 1.511 -2.916
51 H -2.862 3.518 -1.678
52 H 0.747 3.521 0.617
53 H 1.548 1.546 -0.643
54 H 1.482 -1.050 0.956
55 H 3.615 -0.644 2.011

Number 1: strongest force on any atom 0.007 Eh/bohr. Number 2: strongest force on any atom 0.054 Eh/bohr. Number 3: strongest force on any atom 0.014 Eh/bohr. Number 4: strongest force on any atom 0.022 Eh/bohr.